[1]
Molecular formula: C5H7O5Sr
Method: DFT, wB97M-V/def2-TZVPD

XYZ file:
```
18
Properties=species:S:1:pos:R:3:forces:R:3:mulliken_charge:R:1
O -4.574621 0.202161 -0.710544 1.6733 -0.8336 -0.4105 -0.393
C -4.053782 -0.317814 0.207129 -2.9148 1.3940 1.0196 0.748
O -4.044666 -0.617552 1.344791 1.5703 -0.6555 -0.7277 -0.399
O -1.559911 -1.967660 -1.831995 -0.2009 -0.1487 -0.0518 -0.633
C -1.661251 -1.274349 -0.809757 -0.9428 0.3401 -0.2037 -0.029
O -0.389861 -1.264816 -0.188033 1.4562 -0.0679 0.2283 -0.302
C -0.138465 -0.388871 0.906240 -0.7489 0.0214 0.0724 -0.622
C 1.193957 0.307362 0.806352 0.4064 -0.1079 0.0180 -0.454
O 1.321183 0.906440 -0.459610 -0.0676 -0.3457 -0.1671 -0.263
C 2.515039 1.638000 -0.619719 0.2076 0.0326 0.1044 -0.744
Sr 0.711998 -2.706868 -1.933259 -0.0033 0.1314 0.0062 0.943
H -0.156562 -1.012786 1.809071 -0.1382 0.4770 0.0624 0.319
H -0.929030 0.372455 0.899593 0.0005 -0.3289 0.2310 0.311
H 2.017324 -0.407954 0.982725 -0.0305 0.1261 -0.1089 0.342
H 1.248577 1.068180 1.605401 -0.0436 -0.1860 -0.0959 0.339
H 2.611249 1.864631 -1.687967 -0.1124 0.2459 0.3642 0.240
H 2.480017 2.540631 0.013108 0.1287 -0.0633 -0.3818 0.290
H 3.408797 1.058805 -0.333532 -0.2399 -0.0310 0.0409 0.308
```
Positions in Å, forces in eV/Å.

Results
HOMO-LUMO gap (alpha / beta) = 5.24 / 7.88 eV
Spin multiplicity = 2

[2]
Molecular formula: C5H7OP
Method: DFT, wB97M-V/def2-TZVPD

XYZ file:
```
14
Properties=species:S:1:pos:R:3:forces:R:3:mulliken_charge:R:1
C -0.377943 2.191327 0.077159 0.5216 -3.3435 0.4369 -0.841
C -0.657988 0.922204 -0.293259 0.8725 1.3151 0.9479 -0.187
C 0.234488 -0.220461 0.041785 0.0854 1.7019 2.2547 0.835
P 2.055707 -0.023062 0.360638 -1.5749 -2.8138 2.3696 0.157
O 2.658912 0.924258 -0.515795 1.2556 2.5472 -2.2406 -0.396
C -0.452484 -1.403215 0.839979 -1.1903 2.0954 -3.4720 -0.728
C 0.007287 -1.473339 -0.611978 -0.3935 -2.5730 -1.4235 -0.752
H 0.394768 2.221490 0.823837 0.6657 0.7108 -0.1733 0.167
H -0.857363 3.071352 -0.185496 -1.1800 1.2580 -0.4015 0.324
H -1.556414 0.593345 -0.750285 -0.7779 0.2081 -1.0412 0.333
H -1.526084 -1.220454 0.963436 0.4396 -0.0751 -0.1365 0.249
H -0.082697 -2.032421 1.550217 1.6890 -1.2009 1.8543 0.312
H 0.937082 -2.040130 -0.901019 -1.1484 0.1466 0.4917 0.294
H -0.777277 -1.510896 -1.399216 0.7357 0.0232 0.5334 0.233
```
Positions in Å, forces in eV/Å.

Results
HOMO-LUMO gap = 8.80 eV
ΔE to the lowest compared entry with this formula, charge and spin = 41.8 kcal per mole
SMILES string = C=CC1(P=O)CC1

[3]
Molecular formula: C5H7OS
Method: DFT, wB97M-V/def2-TZVPD

XYZ file:
```
14
Properties=species:S:1:pos:R:3:forces:R:3:mulliken_charge:R:1
C -0.601230 0.339909 -0.816440 3.7220 0.5241 3.1369 -0.233
C 0.295276 -0.367330 -0.041350 -3.1965 -1.9742 -1.2261 -0.252
C -0.622072 -2.769117 0.568574 1.9706 0.0724 1.4447 0.345
C -0.622619 1.872934 -0.890156 0.3129 -0.7729 -0.4010 -1.052
C 1.292989 0.091501 0.899191 1.1169 1.5732 1.5458 -0.772
O -0.116261 -3.017756 1.625826 -0.7739 0.9958 -1.3895 -0.395
S -1.490637 -3.413406 -0.631756 -0.4869 0.2394 -0.5362 -0.416
H -1.098655 -0.212834 -1.528316 -1.6427 -1.0691 -1.4132 0.420
H -0.326351 2.302919 0.068753 -0.0450 0.1267 -0.1396 0.295
H -1.587445 2.268017 -1.192974 -0.3139 0.0399 0.1215 0.323
H 0.084743 2.190960 -1.665416 0.0615 0.2577 0.1345 0.191
H 1.454560 -0.338701 1.926327 -1.0339 -0.5312 -0.8995 0.206
H 1.001792 1.164223 1.182079 1.3236 -0.5339 -0.4135 0.173
H 2.335910 -0.111320 0.495658 -1.0147 1.0519 0.0351 0.168
```
Positions in Å, forces in eV/Å.

Results
HOMO-LUMO gap (alpha / beta) = 5.85 / 5.85 eV
ΔE to the lowest compared entry with this formula, charge and spin = 58.1 kcal per mole
Net charge = -1

[4]
Molecular formula: C5H7P
Method: DFT, wB97M-V/def2-TZVPD

XYZ file:
```
13
Properties=species:S:1:pos:R:3:forces:R:3:mulliken_charge:R:1
C -0.428455 0.106201 -2.918495 -0.4593 1.2554 -1.2753 -0.243
C 0.525052 0.380432 1.459156 -0.1653 3.0812 0.9306 -0.589
C -0.445129 -1.197709 -0.422068 0.6977 1.7350 -0.2506 -0.842
C 1.009249 0.832715 0.208114 1.8756 0.6772 -2.3880 -0.360
C -0.264659 0.158177 0.189072 0.7197 0.8054 0.0986 -0.312
P -0.980969 -1.200290 -2.187036 -0.4345 -1.0987 0.3413 -0.134
H -0.712637 0.579565 -3.895374 0.6817 -0.5387 1.0742 0.293
H 0.979550 -0.438880 1.813046 1.6557 -3.0503 1.6887 0.258
H 0.432543 1.199633 2.228151 -0.8622 -1.0484 -0.6263 0.225
H 0.429906 -1.749191 -0.219765 1.7350 -0.5932 -0.5883 0.418
H -1.048934 -1.742425 0.207802 -2.5122 -1.2972 0.9056 0.467
H 1.720040 1.452795 -0.375763 -0.8500 -0.6143 0.7630 0.373
H -1.009429 0.882336 0.162957 -2.0820 0.6865 -0.6736 0.446
```
Positions in Å, forces in eV/Å.

Results
HOMO-LUMO gap (alpha / beta) = 8.85 / 6.97 eV
ΔE to the lowest compared entry with this formula, charge and spin = 131.5 kcal per mole

no.,electronic energy (eV)
1,-16369.25008
2,-16632.14112
3,-18179.05985
4,-14579.99662